1.
The following is a quantum chemistry calculation of a 3-piece molecular cluster, C18H39FN2O3 overall in a non-equilibrium geometry, from the Open Molecules 2025 dataset.

Properties
Frontier orbital gap, eV: 8.542
Structure (SMILES): CCO[C@]1(F)COC(=O)C1.CCN(CC)CC.CCN(CC)CC
LUMO, eV: 0.5

```
63
Properties=species:S:1:pos:R:3:mulliken_charge:R:1
F -3.357 1.070 1.885 -0.3318
O 0.078 2.844 3.123 -0.5566
O -2.192 3.042 3.921 -0.3460
O -4.250 3.159 0.937 -0.3257
N -1.648 -3.042 -0.748 0.1715
N 3.296 -0.496 -0.972 0.4003
C 0.453 -4.333 -1.158 -1.6275
C -0.954 -2.538 1.660 -0.2654
C -5.096 4.222 -1.118 -1.0893
C -4.047 3.148 -0.495 -0.0019
C -1.697 2.956 1.477 -0.4691
C 2.595 -0.720 0.291 -0.2772
C -1.144 2.956 2.981 0.5553
C 3.285 -0.265 1.576 -1.4682
C -0.312 -3.026 -1.331 -0.0254
C -1.732 -3.399 0.664 -0.8008
C 3.948 1.175 -2.712 -1.4625
C 4.445 -1.364 -1.207 -0.5885
C 3.479 0.916 -1.284 -0.2665
C -3.212 2.493 1.638 0.9014
C -2.007 -0.513 -0.702 -0.0886
C -3.424 3.080 3.135 -0.7247
C 5.744 -1.035 -0.471 -1.0799
C -2.464 -1.900 -1.150 -1.1548
H 4.656 -1.367 -2.282 0.4608
H -3.020 3.494 -0.834 0.2782
H 0.682 -4.538 -0.110 0.2949
H 2.563 -0.270 2.399 0.4873
H -0.401 -2.852 -2.408 0.4080
H -3.496 -2.058 -0.817 0.3713
H 3.265 0.727 -3.439 0.3183
H 1.406 -4.275 -1.692 0.4448
H -2.525 -1.899 -2.245 0.4152
H 5.719 -1.377 0.564 0.2898
H 5.976 0.032 -0.481 0.2467
H -4.406 2.865 3.659 0.3827
H -2.220 -0.341 0.353 -0.1198
H -1.599 3.938 0.900 0.4350
H -3.507 4.207 2.914 0.3111
H 2.519 1.428 -1.167 0.3773
H 1.624 -0.212 0.231 0.1326
H 0.296 -2.205 -0.930 0.0137
H 0.055 -2.301 1.314 -0.1414
H -0.943 -0.345 -0.882 0.1729
H 4.168 -2.400 -0.987 0.2781
H 4.090 -0.943 1.862 0.2743
H -5.922 4.484 -0.372 0.2787
H 4.953 0.786 -2.890 0.3053
H -0.852 -3.077 2.608 0.3958
H -5.491 3.902 -2.136 0.3218
H -4.297 2.155 -0.997 0.1307
H -1.395 -4.435 0.776 0.3646
H -2.783 -3.428 0.969 0.3482
H -2.556 0.252 -1.262 0.3261
H 3.979 2.251 -2.900 0.4464
H 4.178 1.399 -0.590 0.2761
H 3.683 0.748 1.501 0.2803
H -4.491 5.181 -1.299 0.2573
H -1.475 -1.606 1.881 0.1037
H 2.345 -1.783 0.381 0.1680
H 6.579 -1.552 -0.954 0.3942
H -1.038 2.164 0.988 0.0004
H -0.109 -5.177 -1.565 0.3928
```



2.
The following is a quantum chemistry calculation of C33H36BLiN5P as an isolated structure, from the Open Molecules 2025 dataset.

Properties
Frontier orbital gap, eV: 7.005
LUMO, eV: 0.3

```
77
Properties=species:S:1:pos:R:3:mulliken_charge:R:1
P -0.344 1.784 1.233 1.5147
N -1.261 -1.567 0.411 0.3226
N -0.743 -1.230 -2.316 1.4606
N 1.272 0.879 -1.654 0.6824
N 0.269 -3.302 -1.652 0.0557
N 1.766 -1.863 -0.058 0.3173
C -2.809 -3.701 1.259 -0.5274
C -2.957 0.608 4.864 -0.4749
C 3.410 -3.361 0.878 -0.8317
C -1.579 0.504 4.963 -0.7076
C 3.304 2.025 -2.181 -0.8656
C 1.308 2.506 -3.395 -0.6347
C -0.988 5.786 2.025 -0.6680
C 2.572 1.100 -1.458 -0.4705
C -0.771 0.893 3.900 -0.3705
C 1.369 1.824 1.909 -1.6755
C -2.040 -2.224 -0.447 0.5994
C 1.533 -4.466 -0.254 0.0252
C 2.853 -2.056 0.618 -0.4062
C -0.804 5.523 -0.356 -0.5872
C -3.526 1.102 3.695 -0.7039
C -0.641 3.589 1.085 0.0208
C -0.788 1.189 -2.890 -0.4827
C -0.818 4.421 2.191 -0.5876
C -0.980 6.340 0.750 -0.4859
C 2.760 -4.494 0.544 -0.9367
C -2.836 -3.294 -0.060 -1.1771
C 1.663 -3.935 -1.644 -0.3940
C -0.885 -0.254 -3.404 -1.7837
C 0.173 -2.316 -2.712 -1.3116
C -2.050 -1.709 -1.867 -1.2519
C -1.330 1.385 2.724 0.1502
C 2.652 2.748 -3.165 -0.5813
C -1.226 -1.981 1.680 -0.1168
C -2.719 1.480 2.636 -0.5243
C 1.229 -3.006 -0.599 0.3099
C -0.640 4.154 -0.187 -0.0701
C -1.982 -3.035 2.154 -1.1690
C 0.647 1.559 -2.624 0.0817
B 2.850 -3.828 -2.739 0.3678
Li 0.290 -0.622 -0.615 0.9665
H -1.372 1.278 -1.968 0.1675
H 3.232 -2.662 -2.835 -0.1875
H -1.833 -0.403 -3.933 0.4135
H -4.602 1.187 3.610 0.4094
H -1.127 0.124 5.870 0.4085
H -3.174 1.856 1.725 0.4068
H 4.357 2.162 -1.981 0.4774
H -3.410 -4.539 1.585 0.4189
H -3.587 0.307 5.691 0.3915
H -3.439 -3.811 -0.795 0.4857
H -0.798 5.948 -1.352 0.4208
H 0.772 3.037 -4.170 0.5137
H 3.129 -5.445 0.910 0.4231
H 3.186 3.480 -3.757 0.4222
H -1.128 6.420 2.891 0.3990
H -0.505 3.518 -1.055 0.1432
H 1.139 -1.862 -2.958 0.4442
H 0.708 -5.132 0.005 0.4440
H -0.196 -2.842 -3.602 0.1137
H 3.043 0.496 -0.692 0.2169
H 3.318 -1.185 1.074 0.3300
H 0.304 0.804 3.999 0.2939
H -1.114 7.407 0.621 0.3781
H 2.422 -4.212 -3.822 -0.2222
H -1.916 -3.329 3.192 0.4845
H 1.430 2.392 2.839 0.5554
H -1.211 1.878 -3.622 0.6834
H 2.003 2.302 1.161 0.4933
H 4.323 -3.411 1.457 0.4122
H 3.766 -4.537 -2.356 -0.2072
H -2.733 -0.854 -1.897 0.5311
H -2.452 -2.475 -2.543 0.3754
H -0.832 3.997 3.188 0.3662
H -0.092 -0.426 -4.135 0.6297
H -0.559 -1.441 2.341 0.5826
H 1.744 0.811 2.070 0.3027
```



3.
The following is a quantum chemistry calculation of a 3-piece molecular cluster, C4H15NO2S overall in a non-equilibrium geometry, from the Open Molecules 2025 dataset.

Properties
Energy above the lowest of the compared OMol25 structures with the same formula, charge and spin, kcal/mol: 20.0
Frontier orbital gap, eV: 9.653
Structure (SMILES): C[C@@H](N)CCS.O.O
LUMO, eV: 0.7

```
23
Properties=species:S:1:pos:R:3:mulliken_charge:R:1
S 0.835 1.475 2.189 -0.3023
O -1.026 2.991 0.356 -0.6108
O -2.621 1.247 -0.954 -0.5875
N 0.209 -2.588 0.228 -0.7520
C -0.252 -1.234 -1.821 -1.3951
C 1.421 -0.146 1.534 -0.6291
C -0.052 -1.209 -0.237 0.3840
C 1.145 -0.303 0.041 -0.9514
H 0.919 -0.874 2.167 0.4000
H 2.056 -0.625 -0.484 0.3567
H 1.111 0.723 -0.390 0.4796
H 2.518 -0.197 1.654 0.3784
H -2.041 2.043 -1.001 0.3016
H -0.942 -0.907 0.314 0.3743
H 1.047 -2.957 -0.209 0.2503
H 1.987 1.817 2.822 0.1234
H -0.557 -3.200 -0.009 0.2509
H -0.113 3.171 0.601 0.2778
H 0.368 -0.553 -2.362 0.3641
H -1.294 -1.043 -2.045 0.2753
H 0.005 -2.260 -2.075 0.3949
H -3.269 1.701 -1.530 0.2925
H -1.455 2.929 1.213 0.3245
```



4.
The following is a quantum chemistry calculation of a 2-piece molecular cluster, C7H14F3N overall in a non-equilibrium geometry, from the Open Molecules 2025 dataset.

Properties
Energy above the lowest of the compared OMol25 structures with the same formula, charge and spin, kcal/mol: 39.8
Frontier orbital gap, eV: 8.236
LUMO, eV: 0.7

```
25
Properties=species:S:1:pos:R:3:mulliken_charge:R:1
F -1.379 -1.372 -0.829 -0.3667
F 1.919 -0.714 1.360 -0.3479
F 3.055 0.400 -0.152 -0.3605
N 0.611 1.736 0.789 -0.6168
C 1.825 -0.300 0.051 1.1318
C -1.319 -0.543 0.217 1.1227
C 0.514 1.217 -1.597 -1.6718
C 1.846 -1.466 -0.921 -1.4169
C 0.655 0.714 -0.151 0.4832
C -1.223 -1.307 1.516 -1.4015
C -2.356 0.603 0.235 -1.4858
H -0.499 -2.187 1.564 0.2299
H -2.049 1.481 0.742 0.3473
H -2.211 -1.780 1.605 0.5088
H 0.120 2.626 0.536 0.2829
H -3.303 0.224 0.660 0.3801
H 0.223 1.482 1.661 0.2708
H 0.994 -1.311 -1.535 0.3344
H 1.755 -2.348 -0.327 0.3551
H -2.496 1.013 -0.703 0.4108
H 1.531 1.303 -2.029 0.3725
H 0.094 2.175 -1.487 0.4931
H 2.889 -1.655 -1.266 0.3680
H -0.168 0.610 -2.244 0.2912
H -1.028 -0.600 2.305 0.2854
```



5.
The following is a quantum chemistry calculation of C47H37F3HgN6O4PS as an isolated structure in a non-equilibrium geometry, from the Open Molecules 2025 dataset.

Properties
Energy above the lowest of the compared OMol25 structures with the same formula, charge and spin, kcal/mol: 0.0
Frontier orbital gap (spin up / spin down), eV: 4.717 / 6.026
Multiplicity: 2
Net charge: -2
LUMO (spin up / spin down), eV: 4.1 / 4.1

```
100
Properties=species:S:1:pos:R:3:mulliken_charge:R:1
Hg -20.027 0.886 -1.898 3.0235
S -22.587 2.624 0.386 0.7590
P -20.650 2.335 -5.138 1.9835
F -18.144 0.460 1.284 -0.1443
F -16.229 -0.566 1.117 -0.3143
F -16.263 1.612 1.403 -0.3116
O -23.517 2.035 -0.532 -0.5638
O -23.094 3.677 1.258 -0.8210
O -18.322 -2.549 -3.616 -0.8099
O -21.331 -3.377 -2.949 -0.7796
N -18.803 -0.187 -5.228 0.3928
N -19.075 3.210 -2.030 1.7829
N -19.913 -1.659 -2.182 0.2097
N -21.871 0.147 -2.649 1.1151
N -18.007 0.197 -1.394 0.0169
N -21.280 2.977 -0.497 0.2418
C -19.986 1.166 -9.092 -0.8642
C -19.814 6.159 0.791 -0.7686
C -16.885 0.590 0.790 0.8835
C -19.152 0.348 -6.439 0.2666
C -21.578 -1.023 1.767 -0.5564
C -24.572 1.101 -4.602 -0.0238
C -18.634 6.244 0.094 -1.3540
C -20.417 1.824 -7.947 -0.0001
C -19.077 0.124 -8.893 -0.5225
C -22.058 -0.032 0.911 -0.4821
C -18.043 3.303 -2.789 -0.5473
C -23.539 -1.611 -2.910 -0.5011
C -20.045 4.069 -5.339 0.0513
C -20.334 4.994 -4.342 -0.3342
C -22.897 1.019 -3.150 -1.6355
C -20.526 4.089 -0.271 -0.5949
C -17.649 -0.989 -1.885 1.4105
C -18.666 -1.893 -2.628 -0.8469
C -20.027 1.446 -6.628 -0.0310
C -17.135 4.370 -2.787 -1.2701
C -18.862 6.635 -5.329 -0.7477
C -19.189 4.504 -6.373 -0.9625
C -22.155 -1.167 -2.763 0.4539
C -21.902 1.537 2.780 -0.3642
C -15.291 -0.325 -1.869 -0.3279
C -16.982 0.928 -0.704 1.0979
C -24.428 0.693 -3.129 0.3565
C -17.288 5.345 -1.835 -0.9682
C -18.404 5.311 -0.976 1.3027
C -20.895 -1.977 4.023 -1.3744
C -15.642 0.911 -1.389 -1.1904
C -22.143 1.252 1.464 0.1451
C -24.618 -0.782 -2.922 -1.8000
C -19.323 4.230 -1.130 0.1883
C -20.746 5.113 0.624 -0.9868
C -23.168 3.456 -5.528 -0.2881
C -23.029 1.104 -4.757 -0.8493
C -18.649 5.758 -6.366 -0.5550
C -22.398 2.347 -5.286 -0.0907
C -25.314 2.343 -4.945 -1.3048
C -21.349 -0.823 3.123 0.6598
C -21.533 0.468 3.642 -0.7305
C -18.656 -0.251 -7.630 -0.7091
C -21.060 -2.199 -2.689 -0.7825
C -24.626 3.390 -5.366 -0.5265
C -19.704 6.260 -4.303 -0.5961
C -16.273 -1.322 -1.927 -1.4445
H -18.747 -0.446 -9.737 0.3636
H -14.290 -0.533 -2.305 0.3301
H -22.556 0.191 -5.116 0.8592
H -25.168 4.282 -5.794 0.2045
H -17.476 1.936 -0.587 -0.8262
H -25.048 1.219 -2.393 0.5234
H -22.702 4.424 -5.718 0.3494
H -19.908 -2.258 3.706 0.3207
H -16.233 4.388 -3.429 0.4066
H -25.037 0.261 -5.182 0.4723
H -21.051 2.713 -8.073 0.3290
H -22.736 2.021 -2.756 0.8049
H -22.347 -0.200 -0.097 0.5100
H -21.442 0.663 4.728 0.2313
H -20.779 -1.689 5.094 0.3245
H -21.438 -2.025 1.434 0.4920
H -16.055 -2.342 -2.303 0.3494
H -16.582 6.173 -1.841 0.3822
H -18.990 3.832 -7.216 0.3181
H -17.924 -1.047 -7.548 0.4271
H -18.057 6.126 -7.206 0.3470
H -21.578 -2.803 3.941 0.3449
H -23.631 -2.678 -2.889 0.5308
H -20.350 1.533 -10.037 0.3954
H -21.645 5.120 1.241 0.6258
H -19.958 6.904 -3.458 0.3909
H -15.158 1.872 -1.543 0.4088
H -20.871 4.672 -3.438 0.4132
H -18.369 7.587 -5.398 0.3974
H -21.931 2.534 3.255 0.3792
H -18.381 -1.107 -5.072 0.3337
H -17.885 2.455 -3.466 0.1945
H -25.639 -1.202 -3.099 0.2563
H -19.940 6.939 1.524 0.3767
H -17.936 7.017 0.383 0.4199
H -26.380 2.324 -4.823 0.4381
H -19.253 0.132 -4.378 -1.0897
```